{
  "formula": "C20H23N5O3S2",
  "method": "ωB97M-V with the def2-TZVPD basis set",
  "smiles": "CN(C(=O)CSc1nnc(Cc2cccc3ccccc23)n1N)[C@@H]1CCS(=O)(=O)C1",
  "lumo_energy_ev": 0.270,
  "gap_ev": 8.786,
  "e_homo_ev": -8.52,
  "mol_weight_g_mol": 445.57,
  "relative_energy_kcal_mol": 67.04,
  "species": ["C", "N", "C", "O", "C", "H", "H", "S", "C", "N", "N", "C", "N", "N", "H", "H", "C", "C", "C", "C", "C", "C", "C", "C", "C", "C", "C", "H", "H", "H", "H", "H", "H", "H", "H", "H", "C", "C", "H", "H", "S", "O", "O", "C", "C", "H", "H", "H", "H", "H", "H", "H", "H"],
  "xyz": [[3.2974, 0.1281, -1.8905], [3.0871, -0.7107, -0.7291], [3.1161, -0.2462, 0.5344], [2.8812, -0.9402, 1.5085], [3.4886, 1.2127, 0.7293], [4.3034, 1.5348, 0.0853], [3.7553, 1.3568, 1.7767], [2.0740, 2.3332, 0.3684], [0.7580, 1.1915, 0.5059], [0.3954, 0.3007, -0.3769], [-0.6204, -0.3922, 0.1396], [-0.8783, 0.0708, 1.3366], [-0.0277, 1.0945, 1.6177], [0.0805, 1.8075, 2.7961], [-0.8153, 2.2227, 3.0478], [0.7910, 2.5274, 2.6761], [-1.9490, -0.3772, 2.2619], [-2.9417, 0.7375, 2.4916], [-3.0227, 1.3290, 3.7280], [-3.9094, 2.3878, 3.9748], [-4.7112, 2.8551, 2.9739], [-4.6627, 2.2782, 1.6874], [-5.4882, 2.7495, 0.6453], [-5.4358, 2.1880, -0.5987], [-4.5537, 1.1276, -0.8521], [-3.7406, 0.6442, 0.1354], [-3.7667, 1.2037, 1.4321], [-3.0639, -0.1658, -0.0850], [-4.5187, 0.6902, -1.8386], [-6.0704, 2.5547, -1.3919], [-6.1645, 3.5664, 0.8539], [-5.3966, 3.6711, 3.1511], [-3.9474, 2.8249, 4.9616], [-2.4010, 0.9687, 4.5363], [-1.4941, -0.6614, 3.2139], [-2.4312, -1.2519, 1.8251], [2.6994, -2.0971, -0.9360], [1.4372, -2.2178, -1.7860], [0.7164, -2.9061, -1.3580], [0.9549, -1.2591, -1.9495], [1.9922, -2.9833, -3.3319], [2.6029, -2.0020, -4.1916], [0.9849, -3.8280, -3.9081], [3.3095, -3.9400, -2.5166], [3.8660, -2.8886, -1.5848], [4.4731, -2.2006, -2.1749], [4.4981, -3.3194, -0.8079], [4.0277, -4.2991, -3.2448], [2.8336, -4.7691, -2.0025], [2.5043, -2.4877, 0.0685], [3.1099, -0.4496, -2.7934], [4.3248, 0.4994, -1.9231], [2.6113, 0.9758, -1.8838]],
  "mulliken_charge": [-1.092, 0.169, 0.596, -0.703, -0.700, 0.415, 0.460, -0.264, 0.039, -0.219, -0.500, 0.878, 0.758, -1.106, 0.222, 0.282, -1.435, 0.536, -0.417, -0.678, -0.866, 0.967, -0.832, -0.519, -0.856, -0.745, 0.912, 0.412, 0.412, 0.398, 0.370, 0.394, 0.405, 0.414, 0.434, 0.357, -0.381, -0.917, 0.385, 0.522, 1.144, -0.666, -0.717, -0.801, -0.724, 0.349, 0.389, 0.472, 0.335, 0.573, 0.411, 0.359, 0.370]
}